Entry from the Open Molecules 2025 dataset: C27H18N5O5STi as an isolated structure at a distorted geometry (ωB97M-V with the def2-TZVPD basis set).

Summary:
- multiplicity = 3
- energy above the lowest of the compared OMol25 structures with the same formula, charge and spin (kcal per mole) = 15.1
- total energy (eV) = -79934.882
- net charge = -1
- Kohn-Sham gap (alpha / beta) (eV) = 4.5 / 7.2

The geometry in XYZ format:
```
57
Properties=species:S:1:pos:R:3:nbo_charge:R:1
Ti 0.07058 0.04709 0.05366 1.2982
S 2.62045 0.15235 1.04676 -0.1594
O -0.02881 0.96792 4.01426 -0.5762
O 1.28311 -1.37454 -3.39983 -0.6648
O -1.31840 2.98393 2.41509 -0.5833
O 0.79706 1.93044 -0.31153 -0.5721
O 1.12205 -0.39070 -1.39642 -0.7336
N -1.55179 1.13333 -0.60522 -0.4459
N -1.08672 -1.43018 -0.78920 -0.6039
N 0.28034 -1.46276 1.45356 -0.4551
N 2.04262 2.34082 -0.30605 0.0233
N -0.58258 0.86963 1.74187 -0.7508
C 1.19551 -3.54355 2.18127 -0.2472
C -2.24817 -1.99873 -0.36496 0.2601
C 3.58435 4.04469 -0.89850 -0.2992
C 4.34580 2.08746 0.22799 -0.2329
C -2.06926 1.18121 -1.83557 0.0708
C -2.86416 -3.06310 -1.08845 -0.1107
C 0.97323 -1.74709 3.73978 -0.2090
C -1.19330 2.08283 1.59552 0.6550
C 1.36167 -3.04469 3.48009 -0.1646
C 0.67787 -2.71284 1.21113 0.0755
C -2.84251 2.22499 -2.29238 -0.2527
C 4.62941 3.29997 -0.34524 -0.1805
C -1.11830 -2.88049 -2.73197 -0.1931
C 2.31487 3.52779 -0.87007 0.0481
C 0.70566 -1.18344 -2.33143 0.7450
C -2.25584 -3.51034 -2.29181 -0.2752
C -3.08196 3.31423 -1.44169 -0.1740
C -2.86599 -1.54416 0.81211 -0.2792
C -4.04567 -3.63039 -0.59886 -0.2117
C 0.41760 -0.98162 2.71931 0.1501
C -0.55856 -1.85772 -1.96993 -0.0263
C -1.78052 2.18451 0.22653 0.1538
C -4.63294 -3.16283 0.56072 -0.2571
C -0.06920 0.41535 2.92334 0.6545
C 3.03124 1.59125 0.28049 0.0352
C -2.53533 3.28559 -0.17548 -0.2114
C -4.04095 -2.11981 1.26003 -0.2117
H 1.78138 -3.66966 4.25317 0.2109
H 1.47693 -4.55605 1.93004 0.2186
H 0.56219 -3.06561 0.18930 0.2251
H -4.49864 -4.43896 -1.15474 0.1936
H 3.76014 5.01181 -1.33974 0.2167
H -0.62082 -3.16443 -3.64779 0.2293
H -3.68833 4.14401 -1.77020 0.2098
H -5.55221 -3.60409 0.91762 0.1963
H -2.69869 -4.33404 -2.83391 0.1947
H -4.50302 -1.74859 2.16507 0.2003
H 1.09942 -1.29518 4.71258 0.2417
H -2.67518 4.09588 0.52555 0.2402
H 5.11242 1.46920 0.66768 0.2284
H -3.25083 2.20078 -3.29201 0.2178
H -2.40341 -0.72630 1.35535 0.2311
H 1.46208 4.03623 -1.29797 0.2246
H 5.64217 3.67500 -0.36628 0.2098
H -1.87855 0.32293 -2.47460 0.2228
```